*A*
A cluster of 2 separate species, C5H14 in total, computed with ωB97M-V/def2-TZVPD.

The frontier orbital gap is 12.434 eV. The molar mass comes out at 74.17 g mol⁻¹. Its HOMO energy is -11.3087 eV. Its SMILES is CCC.CC.

The geometry in XYZ format:
```
19
C5H14 (ωB97M-V/def2-TZVPD)
C -0.72847 -0.41791 1.81038
C 0.77253 -0.00497 1.67020
C 1.21085 1.41909 2.03864
H -0.81676 -1.49940 1.90545
H -1.17688 0.08352 2.65847
H -1.21094 -0.15067 0.87362
H 1.36341 -0.73338 2.22474
H 1.01234 -0.19204 0.62845
H 2.01283 1.77577 1.40436
H 0.36367 2.10818 1.94509
H 1.47130 1.46652 3.09123
C -0.95226 -0.97354 -2.09118
C -0.13181 -0.02928 -2.98798
H -0.96019 -1.96451 -2.54534
H -0.40513 -1.14647 -1.16172
H -1.88776 -0.48546 -1.82623
H 0.62503 0.51321 -2.41635
H -0.75507 0.78841 -3.34503
H 0.19330 -0.55706 -3.87682
```


*B*
A cluster of 2 separate species, C5H14 in total, computed with ωB97M-V/def2-TZVPD.

The frontier orbital gap is 12.413 eV. The molar mass comes out at 74.17 g mol⁻¹. Its HOMO energy is -11.3167 eV. Its SMILES is CCC.CC.

The geometry in XYZ format:
```
19
C5H14 (ωB97M-V/def2-TZVPD)
C 1.70663 1.74380 0.87482
C 0.20099 1.97965 0.80774
C -0.32419 1.75644 -0.60850
H 1.92044 0.67856 0.95289
H 2.26725 2.19585 1.69548
H 2.22911 2.19356 0.03019
H -0.28273 1.27931 1.49377
H -0.08684 2.94979 1.21403
H -1.12525 2.40602 -0.97068
H 0.42928 2.03211 -1.36327
H -0.55698 0.70881 -0.75655
C -0.64472 -3.15910 -0.11888
C -0.97925 -1.79060 -0.71624
H -0.62202 -3.99089 -0.82399
H 0.35233 -3.15653 0.33543
H -1.35227 -3.43212 0.66146
H -1.39580 -1.15532 0.05416
H -1.64333 -1.87132 -1.58272
H -0.09266 -1.36801 -1.17914
```


Stability ranking, top entry: *B*; the second entry is 8.3 kJ/mol less favorable.


*A*
A cluster of 2 separate species, C5H14 in total, computed with ωB97M-V/def2-TZVPD.

The frontier orbital gap is 12.228 eV. The molar mass comes out at 74.17 g mol⁻¹. Its HOMO energy is -11.1003 eV. Its SMILES is CCC.CC.

The geometry in XYZ format:
```
19
C5H14 (ωB97M-V/def2-TZVPD)
C 1.58512 0.11953 1.13047
C 0.98192 -1.17679 1.67230
C 0.57725 -2.21662 0.65559
H 1.50439 0.15653 0.04299
H 2.66269 0.16561 1.29792
H 1.08075 1.00571 1.50398
H 1.56367 -1.59368 2.49488
H 0.07922 -0.90009 2.21733
H 0.32231 -3.17789 1.08893
H -0.21108 -1.82904 0.01456
H 1.39521 -2.49544 -0.01664
C -0.93906 1.30946 -0.96525
C -1.93318 1.75957 -2.04715
H -0.62304 2.07977 -0.26611
H -1.41247 0.48385 -0.45548
H -0.04737 0.87301 -1.40072
H -2.01462 0.91600 -2.72038
H -1.67660 2.60690 -2.66920
H -2.89512 1.91363 -1.57803
```


*B*
A cluster of 2 separate species, C5H14 in total, computed with ωB97M-V/def2-TZVPD.

The frontier orbital gap is 11.961 eV. The molar mass comes out at 74.17 g mol⁻¹. Its HOMO energy is -10.8428 eV. Its SMILES is CCC.CC.

The geometry in XYZ format:
```
19
C5H14 (ωB97M-V/def2-TZVPD)
C -0.73319 -2.72791 0.07871
C -0.49514 -1.24327 0.31691
C -1.45472 -0.43177 1.25019
H -0.48941 -3.00107 -0.95020
H -0.15932 -3.34574 0.76802
H -1.82309 -2.84648 0.09740
H -0.68328 -0.70451 -0.60554
H 0.56079 -1.04978 0.44507
H -0.92641 0.50109 1.42333
H -1.70094 -1.00732 2.12840
H -2.33640 -0.03241 0.75349
C 1.37143 1.61755 0.00854
C 1.16535 2.37870 -1.33111
H 1.35535 0.56668 -0.27074
H 2.39569 1.65662 0.37410
H 0.59061 1.99102 0.64977
H 0.71837 1.76867 -2.10724
H 0.51431 3.25620 -1.26208
H 2.13000 2.65370 -1.76701
```


*C*
A cluster of 2 separate species, C5H14 in total, computed with ωB97M-V/def2-TZVPD.

The frontier orbital gap is 11.579 eV. The molar mass comes out at 74.17 g mol⁻¹. Its HOMO energy is -10.4988 eV. Its SMILES is CCC.CC.

The geometry in XYZ format:
```
19
C5H14 (ωB97M-V/def2-TZVPD)
C -2.13197 -0.12934 0.32988
C -2.12922 -0.64062 -1.04961
C -1.09066 -1.68163 -1.30151
H -2.05833 0.95622 0.20710
H -3.01325 -0.48244 0.76313
H -1.28218 -0.62434 0.80312
H -2.15882 -0.00687 -1.90126
H -3.24817 -1.00727 -1.28942
H -1.52584 -2.65141 -1.28356
H -0.05512 -1.24254 -0.99072
H -0.68687 -1.63905 -2.27402
C 3.11615 0.95112 0.83247
C 1.70360 1.36115 1.07378
H 3.69840 1.10144 1.73370
H 3.37277 -0.07150 0.52553
H 3.50310 1.46815 -0.02811
H 1.19083 2.17393 0.54839
H 0.96676 0.61633 1.11454
H 1.82883 1.54866 2.18658
```


*D*
A cluster of 2 separate species, C5H14 in total, computed with ωB97M-V/def2-TZVPD.

The frontier orbital gap is 11.725 eV. The molar mass comes out at 74.17 g mol⁻¹. Its HOMO energy is -10.6467 eV. Its SMILES is CCC.CC.

The geometry in XYZ format:
```
19
C5H14 (ωB97M-V/def2-TZVPD)
C -1.35754 -0.45872 0.99684
C -2.20351 0.74880 0.85749
C -1.34090 1.98801 0.64669
H -1.09167 -0.77071 -0.03661
H -1.81611 -1.34385 1.58359
H -0.53847 -0.26870 1.80510
H -2.93193 0.75430 0.06684
H -2.66962 0.92187 1.78025
H -0.13956 1.98594 0.66817
H -1.39301 2.15801 -0.53549
H -1.55692 2.73619 1.36164
C 1.70707 -1.40084 -1.63458
C 2.62895 -0.70076 -0.50310
H 1.65854 -2.53824 -1.54435
H 0.76018 -0.95371 -1.62788
H 1.96453 -1.53069 -2.73048
H 3.54633 -1.30165 -0.48019
H 1.93343 -0.39594 0.17516
H 2.84022 0.37069 -0.84910
```


Stability ranking, top entry: *A*; the second entry is 57.2 kJ/mol less favorable.


*A*
A cluster of 2 separate species, C5H14 in total, computed with ωB97M-V/def2-TZVPD.

The frontier orbital gap is 12.324 eV. The molar mass comes out at 74.17 g mol⁻¹. Its HOMO energy is -11.2367 eV. Its SMILES is CCC.CC.

The geometry in XYZ format:
```
19
C5H14 (ωB97M-V/def2-TZVPD)
C 1.45080 -0.40983 -0.24192
C 1.77132 -1.00152 -1.62474
C 0.76229 -0.58905 -2.70971
H 2.07331 0.46570 -0.08892
H 1.62744 -1.13309 0.54858
H 0.45804 0.04104 -0.19053
H 2.75693 -0.71443 -1.99896
H 1.81319 -2.08723 -1.56786
H 0.61102 0.47559 -2.87032
H 1.02543 -1.06970 -3.65370
H -0.22628 -0.96699 -2.42894
C -1.41388 1.37619 2.64403
C -2.39590 0.51887 1.77625
H -0.44765 0.89970 2.53034
H -1.26082 2.28787 2.04957
H -1.91905 1.62896 3.56087
H -2.03152 0.27899 0.77460
H -2.45401 -0.47758 2.21574
H -3.34142 1.04731 1.72053
```


*B*
A cluster of 2 separate species, C5H14 in total, computed with ωB97M-V/def2-TZVPD.

The frontier orbital gap is 12.303 eV. The molar mass comes out at 74.17 g mol⁻¹. Its HOMO energy is -11.1473 eV. Its SMILES is CCC.CC.

The geometry in XYZ format:
```
19
C5H14 (ωB97M-V/def2-TZVPD)
C 0.22974 -2.95490 -1.27004
C -0.15301 -1.69427 -0.52416
C 0.99311 -0.64088 -0.55649
H 1.31638 -3.25860 -1.00189
H 0.30192 -2.90043 -2.35059
H -0.36357 -3.81759 -0.98584
H -1.06632 -1.25648 -0.96595
H -0.44912 -1.80141 0.43966
H 1.87165 -1.14675 -0.13957
H 1.17823 -0.29450 -1.57439
H 0.84831 0.36365 -0.09362
C -0.96587 3.08337 0.92310
C -0.28475 1.75556 1.26664
H -1.61523 3.39090 1.71575
H -0.23044 3.84866 0.77055
H -1.49722 3.06728 -0.09594
H -0.69757 0.73053 1.05583
H -0.20720 1.79765 2.35418
H 0.79098 1.72822 1.03277
```


Stability ranking, top entry: *A*; the second entry is 48.3 kJ/mol less favorable.


*A*
A cluster of 2 separate species, C5H14 in total, computed with ωB97M-V/def2-TZVPD.

The frontier orbital gap is 12.474 eV. The molar mass comes out at 74.17 g mol⁻¹. Its HOMO energy is -11.3631 eV. Its SMILES is CCC.CC.

The geometry in XYZ format:
```
19
C5H14 (ωB97M-V/def2-TZVPD)
C 1.00086 1.72137 -1.29777
C 1.67620 0.91272 -0.21383
C 2.18159 -0.45753 -0.69927
H 0.01324 1.33550 -1.60383
H 1.57336 1.77937 -2.22554
H 0.77364 2.74780 -0.98566
H 2.49227 1.49098 0.21245
H 0.95557 0.72870 0.57835
H 3.26582 -0.51413 -0.65790
H 1.78311 -1.27380 -0.09529
H 1.89348 -0.60911 -1.74770
C -2.19297 -1.68857 1.48784
C -2.45378 -0.37211 0.71926
H -1.14317 -1.70973 1.78250
H -2.76009 -1.74465 2.41646
H -2.34138 -2.54432 0.82951
H -2.28937 0.47140 1.39053
H -1.79632 -0.35655 -0.14107
H -3.50782 -0.30878 0.44341
```


*B*
A cluster of 2 separate species, C5H14 in total, computed with ωB97M-V/def2-TZVPD.

The frontier orbital gap is 12.474 eV. The molar mass comes out at 74.17 g mol⁻¹. Its HOMO energy is -11.3260 eV. Its SMILES is CCC.CC.

The geometry in XYZ format:
```
19
C5H14 (ωB97M-V/def2-TZVPD)
C -0.83010 -0.54881 2.70962
C 0.11350 -0.18117 1.55918
C 0.37210 -1.47557 0.77523
H -0.43439 -1.41006 3.27891
H -1.06009 0.22050 3.46342
H -1.84731 -0.80502 2.41280
H 1.03478 0.26971 1.94954
H -0.24686 0.58230 0.90655
H 0.43677 -1.32412 -0.30543
H -0.44738 -2.17343 0.85142
H 1.30696 -1.96237 1.06314
C 0.28165 0.66157 -2.94392
C 0.14743 1.51555 -1.65431
H 0.02151 -0.37622 -2.73157
H -0.49887 0.99134 -3.64466
H 1.18247 0.81282 -3.54067
H 0.31620 2.56883 -1.89935
H 1.00339 1.30644 -1.02485
H -0.85176 1.32771 -1.22503
```


Stability ranking, top entry: *A*; the second entry is 22.5 kJ/mol less favorable.


*A*
A cluster of 2 separate species, C5H14 in total, computed with ωB97M-V/def2-TZVPD.

The frontier orbital gap is 12.091 eV. The molar mass comes out at 74.17 g mol⁻¹. Its HOMO energy is -11.0014 eV. Its SMILES is CCC.CC.

The geometry in XYZ format:
```
19
C5H14 (ωB97M-V/def2-TZVPD)
C 2.53028 -1.94179 0.39440
C 1.03522 -1.30608 0.49218
C 0.82531 -0.35156 1.60826
H 2.96650 -1.89626 1.47148
H 3.03718 -1.49955 -0.39848
H 2.27447 -3.04339 0.30036
H 0.70577 -0.75718 -0.47890
H 0.40961 -2.23556 0.71775
H 1.71184 -0.44301 2.33587
H 0.85674 0.78820 1.24621
H -0.08278 -0.36105 2.16284
C -2.74406 1.40703 -0.85901
C -1.37219 1.84078 -1.56095
H -2.53938 0.90363 0.16775
H -3.25505 2.38051 -0.66636
H -3.22694 0.70128 -1.39442
H -0.70603 2.42768 -1.15759
H -1.58665 2.47772 -2.64910
H -0.83985 0.90862 -1.73227
```


*B*
A cluster of 2 separate species, C5H14 in total, computed with ωB97M-V/def2-TZVPD.

The frontier orbital gap is 12.200 eV. The molar mass comes out at 74.17 g mol⁻¹. Its HOMO energy is -11.0561 eV. Its SMILES is CCC.CC.

The geometry in XYZ format:
```
19
C5H14 (ωB97M-V/def2-TZVPD)
C -0.98635 -1.30614 0.93886
C -1.59074 -0.58637 -0.25293
C -2.86258 0.24766 0.00966
H -1.37881 -2.29318 1.10455
H -1.16742 -0.76094 1.87338
H 0.10329 -1.33030 0.85813
H -0.87821 -0.00958 -0.84893
H -1.82677 -1.33354 -1.00488
H -2.67804 1.24167 -0.39448
H -3.74117 -0.12869 -0.51412
H -3.05573 0.32673 1.06889
C 2.40098 1.44514 -0.03377
C 2.61661 0.08832 -0.66938
H 1.70509 1.31607 0.80131
H 3.24830 1.96239 0.39444
H 1.82113 2.08150 -0.70275
H 3.50119 -0.43815 -0.27446
H 2.93972 0.14191 -1.71244
H 1.82951 -0.66449 -0.64109
```


Stability ranking, top entry: *B*; the second entry is 177.5 kJ/mol less favorable.


*A*
A cluster of 2 separate species, C5H14 in total, computed with ωB97M-V/def2-TZVPD.

The frontier orbital gap is 12.324 eV. The molar mass comes out at 74.17 g mol⁻¹. Its HOMO energy is -11.1791 eV. Its SMILES is CCC.CC.

The geometry in XYZ format:
```
19
C5H14 (ωB97M-V/def2-TZVPD)
C 1.60050 -0.06231 -1.17499
C 1.07460 1.20826 -0.51389
C 2.12113 1.90813 0.36371
H 1.67099 -0.90537 -0.48526
H 2.58878 0.10333 -1.59923
H 0.93125 -0.41821 -1.96149
H 0.68218 1.85236 -1.28229
H 0.17922 0.94817 0.03167
H 2.90273 1.19959 0.62505
H 2.62288 2.70267 -0.18964
H 1.61753 2.33716 1.22534
C -1.47620 -1.33842 0.45014
C -3.00059 -1.35816 0.75169
H -1.14276 -2.17089 -0.15278
H -1.22233 -0.35896 0.06976
H -1.00757 -1.45807 1.41380
H -3.55797 -0.71609 0.07144
H -3.21095 -1.10408 1.78635
H -3.37343 -2.36910 0.57061
```


*B*
A cluster of 2 separate species, C5H14 in total, computed with ωB97M-V/def2-TZVPD.

The frontier orbital gap is 12.323 eV. The molar mass comes out at 74.17 g mol⁻¹. Its HOMO energy is -11.2038 eV. Its SMILES is CCC.CC.

The geometry in XYZ format:
```
19
C5H14 (ωB97M-V/def2-TZVPD)
C -0.90584 -0.01635 1.99282
C -1.16448 -0.42216 0.52260
C -2.55501 0.17407 0.10236
H -1.64561 0.73958 2.27572
H -1.21463 -0.86589 2.60719
H 0.08364 0.34348 2.25778
H -0.91957 -1.45580 0.30495
H -0.53404 0.22772 -0.07438
H -2.36644 1.24286 0.22290
H -3.37797 -0.05830 0.76677
H -2.81075 -0.00936 -0.93897
C 2.40012 -0.58773 -1.57334
C 2.09639 0.76784 -0.97747
H 1.59529 -0.91918 -2.23750
H 3.30174 -0.63102 -2.17789
H 2.51002 -1.40640 -0.85161
H 1.99213 1.51968 -1.76516
H 2.91534 1.17732 -0.38039
H 1.17493 0.71032 -0.42291
```


*C*
A cluster of 2 separate species, C5H14 in total, computed with ωB97M-V/def2-TZVPD.

The frontier orbital gap is 12.114 eV. The molar mass comes out at 74.17 g mol⁻¹. Its HOMO energy is -10.9363 eV. Its SMILES is CCC.CC.

The geometry in XYZ format:
```
19
C5H14 (ωB97M-V/def2-TZVPD)
C 1.02453 0.75695 -2.10837
C -0.25613 -0.24939 -1.84764
C -1.21291 0.43108 -0.90227
H 1.60616 0.22129 -2.69729
H 1.49040 1.02479 -1.06765
H 0.74972 1.66920 -2.75155
H -0.68954 -0.32127 -2.89713
H 0.15036 -1.26116 -1.48409
H -0.68568 0.86852 -0.04216
H -1.82385 1.28709 -1.47960
H -2.02699 -0.23061 -0.63208
C 0.66163 -0.83493 1.73539
C -0.24474 -0.12287 2.64610
H 1.61438 -1.17924 2.31836
H 0.12477 -1.75876 1.37759
H 1.06464 -0.29834 0.95962
H 0.21185 -0.16219 3.57260
H -1.12410 -0.72098 2.77499
H -0.63452 0.88081 2.52520
```


Stability ranking, top entry: *A*; the second entry is 17.9 kJ/mol less favorable.